Record 1
The following is a quantum chemistry calculation of the molecule C7H17NO at a distorted geometry, from OMol25.

Positions of all 26 atoms, in Å:
C (0.789, -1.113, 0.223)
C (-0.203, 0.230, -0.238)
C (0.336, 1.304, 0.656)
C (0.590, -2.293, -0.731)
C (-1.674, -0.074, 0.020)
C (0.034, 0.536, -1.713)
C (-0.608, 2.674, 0.595)
N (0.496, -1.448, 1.606)
O (2.161, -0.808, 0.145)
H (2.378, -0.254, 0.903)
H (-0.467, -1.743, 1.711)
H (1.090, -2.216, 1.910)
H (1.326, 1.621, 0.329)
H (0.352, 0.980, 1.695)
H (0.947, -2.041, -1.724)
H (1.183, -3.139, -0.377)
H (-0.454, -2.591, -0.781)
H (-2.295, 0.703, -0.420)
H (-1.887, -0.114, 1.086)
H (-1.961, -1.020, -0.436)
H (1.100, 0.576, -1.922)
H (-0.423, 1.486, -1.982)
H (-0.422, -0.227, -2.341)
H (-1.614, 2.493, 0.960)
H (-0.640, 3.071, -0.416)
H (-0.133, 3.408, 1.243)

Output
Charge: 0
SMILES: CCC(C)(C)[C@](C)(N)O
Orbital gap (eV): 9.9947

---

Record 2
The following is a quantum chemistry calculation of a structure of composition C7H17NO at a distorted geometry, from OMol25.

Positions of all 26 atoms, in Å:
C (1.920, 0.094, -1.338)
C (2.336, -1.341, 1.118)
N (1.934, 1.446, -1.191)
O (2.350, -0.148, 0.403)
H (1.624, 1.587, -0.203)
H (2.842, 1.881, -1.305)
H (2.577, -0.308, -2.114)
H (0.944, -0.373, -1.229)
H (1.310, -1.723, 1.259)
H (2.937, -2.131, 0.639)
H (2.777, -1.177, 2.106)
C (-2.099, 0.940, -1.074)
C (-2.183, -1.536, -0.596)
C (-0.598, 1.238, 1.659)
C (-1.733, -0.175, -0.133)
C (-1.060, -0.027, 1.007)
H (-0.941, -0.906, 1.634)
H (-1.883, 1.926, -0.673)
H (-3.272, -1.573, -0.684)
H (-3.168, 0.903, -1.300)
H (-1.574, 0.825, -2.025)
H (-1.874, -2.319, 0.095)
H (-1.774, -1.762, -1.584)
H (-1.021, 1.327, 2.663)
H (-0.858, 2.130, 1.094)
H (0.488, 1.203, 1.774)

Output
Charge: 0
Orbital gap (eV): 9.8319

---

Record 3
The following is a quantum chemistry calculation of the molecule C7H17NO at a distorted geometry, from OMol25.

Positions of all 26 atoms, in Å:
C (-0.186, 0.632, 0.639)
C (0.817, -1.205, -1.047)
C (0.143, 0.252, -0.825)
C (-1.102, -0.356, 1.366)
C (-0.890, 2.090, 0.627)
C (1.925, -1.637, -0.100)
C (-1.055, 0.360, -1.785)
N (1.035, 0.790, 1.426)
O (-0.165, -2.238, -1.131)
H (-0.449, -2.460, -0.230)
H (1.259, -1.152, -2.050)
H (0.904, 0.960, -1.180)
H (0.822, 1.110, 2.369)
H (1.645, 1.491, 1.009)
H (-0.573, -1.255, 1.693)
H (-1.941, -0.689, 0.750)
H (-1.538, 0.098, 2.264)
H (-0.213, 2.848, 0.217)
H (-1.834, 2.116, 0.074)
H (-1.140, 2.393, 1.651)
H (2.695, -0.868, 0.001)
H (2.409, -2.545, -0.481)
H (1.540, -1.902, 0.889)
H (-0.874, -0.168, -2.727)
H (-1.976, -0.065, -1.374)
H (-1.258, 1.402, -2.047)

Output
Charge: 0
SMILES: C[C@H]([C@@H](C)O)C(C)(C)N
Orbital gap (eV): 9.8842

---

Record 4
The following is a quantum chemistry calculation of the molecule C7H17NO, from OMol25.

Positions of all 26 atoms, in Å:
C (-0.975, 0.088, -0.113)
C (1.629, -0.642, -0.090)
C (0.506, 0.313, -0.599)
C (-1.932, 1.006, -0.910)
C (-1.211, 0.340, 1.389)
C (1.399, -1.456, 1.173)
C (0.963, 1.781, -0.439)
N (-1.394, -1.293, -0.395)
O (1.940, -1.553, -1.158)
H (2.660, -2.131, -0.849)
H (2.549, -0.067, 0.066)
H (0.478, 0.168, -1.692)
H (-1.154, -1.539, -1.357)
H (-2.404, -1.390, -0.308)
H (-1.020, -0.552, 1.996)
H (-2.981, 0.812, -0.653)
H (-1.827, 0.852, -1.990)
H (-1.748, 2.064, -0.697)
H (-0.582, 1.140, 1.787)
H (-2.252, 0.620, 1.591)
H (2.297, -2.043, 1.405)
H (0.600, -2.192, 1.051)
H (1.198, -0.819, 2.037)
H (2.028, 1.896, -0.667)
H (0.799, 2.168, 0.568)
H (0.433, 2.429, -1.145)

Output
Charge: 0
SMILES: C[C@@H](O)[C@H](C)C(C)(C)N
Orbital gap (eV): 9.9651

---

Record 5
The following is a quantum chemistry calculation of a cluster of 2 separate species, C7H17NO2 in total, from OMol25.

Positions of all 27 atoms, in Å:
O (0.670, -0.013, 1.144)
C (1.572, -0.760, 1.932)
C (-1.104, 2.297, 0.759)
C (1.205, 1.261, 0.817)
C (0.186, 2.020, -0.011)
H (2.523, -0.937, 1.404)
H (1.789, -0.254, 2.888)
H (1.103, -1.734, 2.149)
H (-1.568, 1.347, 1.074)
H (-1.822, 2.848, 0.129)
H (-0.890, 2.899, 1.657)
H (2.151, 1.134, 0.256)
H (1.436, 1.816, 1.747)
H (-0.032, 1.429, -0.921)
H (0.651, 2.972, -0.331)
O (-0.973, -2.101, -2.757)
C (-0.353, -1.613, -1.817)
N (-0.991, -1.146, -0.708)
C (1.155, -1.481, -1.795)
C (-2.435, -1.211, -0.597)
H (-0.438, -0.746, 0.055)
H (1.589, -2.043, -0.952)
H (1.564, -1.887, -2.736)
H (1.459, -0.424, -1.707)
H (-2.741, -0.783, 0.373)
H (-2.789, -2.254, -0.648)
H (-2.919, -0.635, -1.404)

Output
Charge: 0
SMILES: CNC(C)=O.CCCOC
Orbital gap (eV): 9.8781

---

Record 6
The following is a quantum chemistry calculation of a cluster of 2 separate species, C7H17NO2 in total at a distorted geometry, from OMol25.

Positions of all 27 atoms, in Å:
C (-1.519, 0.256, 0.529)
C (-0.409, 0.708, 1.451)
C (-2.701, 1.151, 0.476)
C (-1.820, -1.220, 0.644)
N (-0.265, 0.032, -2.034)
O (-1.135, 0.660, -1.105)
H (0.164, 0.779, -2.576)
H (-0.837, -0.530, -2.665)
H (-0.764, 0.652, 2.482)
H (-0.132, 1.741, 1.250)
H (0.464, 0.066, 1.361)
H (-2.611, 2.037, 1.096)
H (-3.650, 0.630, 0.565)
H (-2.564, 1.459, -0.642)
H (-0.936, -1.810, 0.411)
H (-2.120, -1.440, 1.670)
H (-2.634, -1.511, -0.018)
C (2.548, 0.855, -0.470)
C (2.271, -1.635, -0.027)
C (2.923, -0.481, 0.101)
O (1.100, -1.888, -0.653)
H (0.755, -1.098, -1.132)
H (2.643, -2.528, 0.463)
H (3.837, -0.512, 0.680)
H (2.851, 1.651, 0.212)
H (3.061, 1.031, -1.420)
H (1.481, 0.946, -0.648)

Output
Charge: 0
SMILES: CC(C)(C)ON.C/C=C\O
Orbital gap (eV): 9.0844

---

Record 7
The following is a quantum chemistry calculation of a structure of composition C7H17NO3S at a distorted geometry, from OMol25.

Positions of all 29 atoms, in Å:
C (-0.305, -3.259, -1.131)
C (-0.833, -2.090, 1.058)
C (1.351, 1.940, -0.931)
C (1.184, 0.978, 1.274)
C (-0.043, 2.926, 0.890)
C (-0.047, -2.004, -0.296)
C (-0.350, -0.724, -1.103)
N (0.500, 1.669, 0.253)
O (-2.025, 0.426, 0.801)
O (-1.774, -0.734, -1.448)
O (-1.786, 1.684, -1.322)
S (-1.439, 0.586, -0.473)
H (0.308, -4.080, -0.620)
H (-0.081, -3.133, -2.144)
H (-1.335, -3.624, -1.102)
H (-0.419, -2.895, 1.705)
H (-0.643, -1.292, 1.622)
H (-1.960, -2.305, 0.954)
H (0.621, 2.206, -1.808)
H (1.955, 2.753, -0.857)
H (2.071, 1.076, -1.105)
H (1.547, -0.037, 1.124)
H (2.118, 1.623, 1.529)
H (0.650, 0.889, 2.116)
H (0.632, 3.633, 1.387)
H (-0.356, 3.405, -0.002)
H (-0.780, 2.794, 1.564)
H (0.945, -1.988, -0.089)
H (0.293, -0.422, -1.847)

Output
Charge: 0
Orbital gap (eV): 9.9107

---

Record 8
The following is a quantum chemistry calculation of a cluster of 2 separate species, C7H17NOSi in total at a distorted geometry, from OMol25.

Positions of all 27 atoms, in Å:
C (1.389, 2.052, 0.160)
C (-2.234, 1.705, -0.683)
C (-2.685, -0.313, 0.733)
C (1.547, -0.676, 1.759)
C (1.884, -1.840, -1.124)
C (-0.550, -0.133, -0.547)
C (-1.597, 0.628, 0.195)
N (2.463, 2.067, -0.590)
O (0.881, 2.737, 0.990)
Si (0.627, -1.326, 0.222)
H (-2.986, 2.258, -0.124)
H (-2.716, 1.252, -1.547)
H (-1.479, 2.406, -1.030)
H (-2.251, -1.064, 1.388)
H (-3.426, 0.255, 1.292)
H (-3.184, -0.818, -0.091)
H (2.371, -0.016, 1.500)
H (0.875, -0.118, 2.401)
H (1.955, -1.493, 2.346)
H (2.891, -1.493, -0.912)
H (1.931, -2.921, -1.202)
H (1.599, -1.464, -2.101)
H (-0.598, -0.051, -1.626)
H (-1.135, 1.117, 1.063)
H (2.637, 1.313, -1.233)
H (3.166, 2.803, -0.526)
H (-0.049, -2.575, 0.662)

Output
Charge: 0
Orbital gap (spin up / spin down) (eV): 8.0006 / 8.0452

---

Calculated total energy readings, ordered: -11072.34963 -11069.88526 -11072.25912 -11072.19244 -13119.88565 -13116.48253 -25998.01758 -18947.81174 eV